[1]
40
Properties=species:S:1:pos:R:3 method="wB97M-V/def2-TZVPD" homo_energy_ev="-8.26 / -8.26" energy_ha=-2614.974127 charge=0
Os -0.5762 0.1659 0.0219
C -1.7736 -1.8943 -5.0308
C -1.9301 -0.6720 -4.1247
C -0.7173 0.2361 -4.1165
C -0.4853 1.0185 -5.2462
C 0.5738 1.9041 -5.2943
C 1.4166 2.0228 -4.1979
C 1.2279 1.2673 -3.0475
C 2.1925 1.4264 -1.8954
C 3.0557 0.1885 -1.6396
C 0.1623 0.3668 -3.0424
N -0.0708 -0.4433 -1.8644
C 0.0437 -1.7453 -1.9493
C -0.1819 -2.5259 -0.7990
C -0.1746 -3.8823 -0.5129
C -0.5093 -4.0035 0.8495
C -0.7008 -2.7208 1.3353
N -0.4935 -1.8156 0.3453
H -2.6722 -2.5114 -5.0110
H -0.9278 -2.5190 -4.7346
H -1.5961 -1.5908 -6.0635
H -2.1935 -0.9876 -3.1151
H -2.7773 -0.0828 -4.4819
H -1.1681 0.9390 -6.0843
H 0.7358 2.5139 -6.1734
H 2.2421 2.7235 -4.2233
H 1.6575 1.7021 -0.9824
H 2.8338 2.2802 -2.1129
H 2.4801 -0.6310 -1.2050
H 3.8583 0.4262 -0.9404
H 3.5087 -0.1784 -2.5628
H 0.3207 -2.1928 -2.8996
H 0.0535 -4.6788 -1.2042
H -0.5933 -4.9137 1.4188
H -0.9604 -2.3991 2.3310
S -2.0899 3.6489 3.2373
Sb -0.6415 3.1849 1.6394
S 0.2148 0.8391 1.9213
S -1.6765 2.0100 -0.3440
S 0.9724 4.4690 0.8404



[2]
57
Properties=species:S:1:pos:R:3 method="wB97M-V/def2-TZVPD" homo_energy_ev=-11.49 energy_ha=-3992.105586 charge=+1 e_above_lowest_kj_mol=0.0
C 0.1529 5.7358 3.3315
O 0.6650 4.5092 2.8044
C 0.1786 3.3954 3.4793
S -0.4219 2.2018 2.1667
C 0.2314 0.6009 2.7422
O 0.3332 2.7624 0.8071
C 0.6604 1.7657 -0.1858
C -0.5863 1.1478 -0.8893
N -0.1982 0.9509 -2.2986
C 0.6229 -0.2554 -2.4796
C 1.6675 -0.1557 -3.6335
C 2.0283 1.2992 -4.0566
O 2.8756 -0.8161 -3.2529
H -0.0173 5.7193 4.4160
H 0.9159 6.5028 3.1463
H -0.7536 6.0485 2.7915
H 1.0399 2.9046 3.9651
H -0.6093 3.6035 4.2124
H 0.3499 -0.1407 1.9383
H -0.4068 0.1613 3.5217
H 1.2226 0.7810 3.1879
H 1.1985 2.3113 -0.9735
H 1.3740 1.0074 0.1726
H -0.8497 0.1721 -0.4331
H -1.4579 1.8134 -0.8539
H -1.0377 0.8966 -2.8547
H 1.1626 -0.5313 -1.5681
H -0.0633 -1.0815 -2.7502
H 1.2857 -0.6800 -4.5158
H 1.4757 1.5592 -4.9722
H 1.8493 2.0551 -3.2871
H 3.0841 1.2813 -4.3671
H 3.4469 -0.1767 -2.8391
Cl 0.4027 -3.1639 4.2384
C 0.9290 -4.1875 2.8740
C 1.6055 -3.3786 1.7979
Cl 0.4544 -2.2944 0.9666
H 0.0605 -4.7149 2.4938
H 1.6260 -4.9212 3.2742
H 2.0338 -4.0296 1.0277
H 2.4068 -2.7683 2.2101
Cl -4.1816 2.2911 -2.9808
C -5.0864 3.4037 -1.9235
C -4.3967 3.6041 -0.5959
Cl -4.4279 2.1259 0.4014
H -6.0913 3.0075 -1.7955
H -5.1569 4.3554 -2.4482
H -4.9044 4.3818 -0.0272
H -3.3577 3.8996 -0.7302
Cl 2.6054 -5.7092 -0.5984
C 1.4005 -6.9004 -1.1631
C 0.1285 -6.8880 -0.3512
Cl 0.3871 -7.5105 1.2980
H 1.8675 -7.8824 -1.1446
H 1.1781 -6.6466 -2.1986
H -0.6104 -7.5370 -0.8188
H -0.2914 -5.8856 -0.2781



[3]
17
Properties=species:S:1:pos:R:3 method="wB97M-V/def2-TZVPD" smiles="O=C(CCO)NCO" homo_energy_ev=-9.88 energy_ha=-438.251405 charge=0 e_above_lowest_kj_mol=203.9
O -1.4481 1.5489 -0.0660
C -0.8704 0.5214 0.0744
C 0.3412 0.0252 -0.7510
C 1.1070 1.1729 -1.5669
O 1.3649 0.6801 -2.8523
N -1.1270 -0.1328 1.2996
C -0.7588 -1.5312 1.5529
O -0.0508 -1.5455 2.7882
H -0.0589 -0.7007 -1.5856
H 0.9840 -0.5771 -0.0946
H 2.0720 1.4853 -1.0609
H 0.4009 2.1088 -1.6455
H 1.1498 1.3896 -3.4519
H -1.8957 0.2385 1.8481
H 0.0117 -1.8485 0.7314
H -1.6861 -2.0957 1.8197
H 0.4646 -0.7392 2.9604